1.
Entry from the OMol25 dataset: a structure of composition C3H7N2S (wB97M-V/def2-TZVPD).

Summary:
- Energy above the lowest of the compared OMol25 structures with the same formula, charge and spin: 12.48 kcal per mole
- Gap between HOMO and LUMO: 0.350 Ha
- M: 103.2 u
- LUMO energy: -4.10 eV

The geometry in ORCA input format:
```
! wB97M-V def2-TZVPD RIJCOSX def2/J DEFGRID3
* xyz 1 1
C 0.6508 -0.6561 0.1014
C 0.4465 0.7969 0.4397
C -1.7562 -0.8123 -0.1270
N -0.5827 -1.4008 -0.0540
N 1.0890 1.7065 -0.2727
S -1.9146 0.8211 0.0102
H 1.2363 -0.7389 -0.8242
H 1.2245 -1.1170 0.9151
H 0.2628 1.0474 1.4773
H -2.6229 -1.4411 -0.2841
H -0.4937 -2.4021 -0.1787
H 1.1177 2.6672 0.0327
H 1.3425 1.5292 -1.2357
*
```

Atomic partial charges in e from the natural (NBO) method, atoms 1 to 6: number 1, C, carries -0.295; number 2, C, carries 0.160; number 3, C, carries -0.024; number 4, N, carries -0.508; number 5, N, carries -0.707; number 6, S, carries 0.114


2.
Entry from the OMol25 dataset: a structure of composition C50H65ClGaN9O4P (wB97M-V/def2-TZVPD).

Summary:
- Energy above the lowest of the compared OMol25 structures with the same formula, charge and spin: 0.00 kcal per mole
- Gap between HOMO and LUMO: 0.213 Ha
- M: 992.3 u
- LUMO energy: 1.97 eV

The geometry in ORCA input format:
```
! wB97M-V def2-TZVPD RIJCOSX def2/J DEFGRID3
* xyz -1 1
C -1.4639 -2.2481 8.2896
O -1.9460 -1.4425 7.2406
C -1.4817 -0.0925 7.2647
C -0.8367 0.3135 5.9394
C -1.5640 1.4547 5.2274
C -2.6105 0.9903 4.2082
Ga -1.8211 -0.1310 2.6873
O -2.1918 0.7249 1.0469
C -2.1228 -0.1462 -0.0479
C -1.2258 0.4466 -1.1582
N -0.4084 -0.5532 -1.8488
C -0.4929 -0.5264 -3.2974
C 0.3340 0.6127 -3.8778
C -0.4778 1.8475 -4.2090
O 0.9409 0.1278 -5.1013
P -2.7888 -2.3285 2.6558
O -2.8856 -2.8616 4.2395
Cl -4.8249 -1.9214 2.1323
H -2.1368 -3.0892 8.4099
H -1.4541 -1.7191 9.2407
H -0.4620 -2.6132 8.0614
H -0.7433 0.0168 8.0545
H -2.3428 0.5418 7.4665
H -0.7347 -0.5683 5.3226
H 0.1763 0.6456 6.1466
H -2.0894 2.0201 6.0003
H -0.8519 2.1390 4.7756
H -3.1041 1.8662 3.7974
H -3.3547 0.3857 4.7241
H -0.2457 -0.4094 2.8648
H -1.7172 -1.1354 0.1978
H -3.1246 -0.2635 -0.4709
H -0.5817 1.1524 -0.6445
H -1.8664 0.9863 -1.8486
H -0.5521 -1.4813 -1.4756
H -1.5173 -0.4957 -3.6868
H -0.0437 -1.4447 -3.6637
H 1.1247 0.8726 -3.1797
H -1.1413 1.6524 -5.0447
H 0.1955 2.6527 -4.4912
H -1.0482 2.2193 -3.3705
H 0.9070 0.8670 -5.7257
H -3.7707 -3.2168 4.4237
N 0.1466 -4.0029 -2.1041
C -0.8654 -4.5520 -2.7713
C -0.8504 -5.8490 -3.2613
C 0.2812 -6.6185 -3.0497
C 1.3445 -6.0620 -2.3581
C 1.2250 -4.7563 -1.9073
H -1.7310 -3.9141 -2.9149
H -1.7054 -6.2435 -3.7928
H 0.3329 -7.6363 -3.4155
H 2.2469 -6.6269 -2.1682
H 2.0303 -4.2831 -1.3556
N -3.5517 4.5481 4.5374
C -4.6801 4.8360 3.8958
C -4.8107 5.8956 3.0108
C -3.7103 6.7078 2.7901
C -2.5293 6.4255 3.4549
C -2.5029 5.3321 4.3090
H -5.5142 4.1717 4.0963
H -5.7495 6.0768 2.5052
H -3.7720 7.5440 2.1045
H -1.6445 7.0296 3.3077
H -1.5951 5.0611 4.8375
N -4.7512 -8.1686 1.8515
C -6.0355 -7.8600 2.0199
C -6.5057 -6.5621 2.1443
C -5.5924 -5.5198 2.0895
C -4.2508 -5.8192 1.9107
C -3.8877 -7.1535 1.8011
H -6.7178 -8.7035 2.0600
H -7.5620 -6.3734 2.2832
H -5.9151 -4.4904 2.1885
H -3.5074 -5.0342 1.8646
H -2.8486 -7.4318 1.6617
N 0.5961 5.2834 -3.9826
C 0.0658 6.4531 -3.6326
C 0.5529 7.6773 -4.0658
C 1.6539 7.6877 -4.9062
C 2.2195 6.4792 -5.2780
C 1.6528 5.3113 -4.7910
H -0.7912 6.3995 -2.9694
H 0.0803 8.5970 -3.7493
H 2.0657 8.6228 -5.2647
H 3.0811 6.4400 -5.9304
H 2.0644 4.3432 -5.0585
N 5.1555 -0.3707 -5.5972
C 4.0484 -0.5847 -4.8808
C 3.9803 -1.4791 -3.8225
C 5.1186 -2.1934 -3.4892
C 6.2761 -1.9865 -4.2237
C 6.2417 -1.0674 -5.2601
H 3.1750 -0.0135 -5.1679
H 3.0545 -1.6073 -3.2769
H 5.1045 -2.9010 -2.6694
H 7.1880 -2.5244 -4.0018
H 7.1279 -0.8776 -5.8569
N 8.8470 -2.9759 -6.5599
C 7.8383 -3.5212 -7.2368
C 7.8228 -4.8411 -7.6613
C 8.9162 -5.6392 -7.3697
C 9.9753 -5.0873 -6.6676
C 9.8899 -3.7570 -6.2875
H 7.0020 -2.8618 -7.4419
H 6.9732 -5.2310 -8.2044
H 8.9423 -6.6751 -7.6830
H 10.8488 -5.6741 -6.4181
H 10.6952 -3.2861 -5.7338
N -3.6721 6.1936 -1.5806
C -4.5928 6.1790 -2.5428
C -5.7922 5.4920 -2.4503
C -6.0521 4.7759 -1.2923
C -5.1076 4.7787 -0.2806
C -3.9392 5.5009 -0.4736
H -4.3482 6.7484 -3.4336
H -6.5022 5.5158 -3.2659
H -6.9755 4.2218 -1.1817
H -5.2676 4.2303 0.6368
H -3.1727 5.5284 0.2913
N 2.7182 -0.1057 8.3923
C 2.4882 1.1129 7.9091
C 3.3674 1.7913 7.0791
C 4.5548 1.1701 6.7319
C 4.8115 -0.0983 7.2259
C 3.8639 -0.6884 8.0478
H 1.5451 1.5613 8.2023
H 3.1224 2.7780 6.7113
H 5.2664 1.6638 6.0826
H 5.7244 -0.6220 6.9775
H 4.0228 -1.6826 8.4515
*
```

Atomic partial charges in e from the Löwdin method, atoms 1 to 6: number 1, C, carries -0.126; number 2, O, carries -0.194; number 3, C, carries -0.212; number 4, C, carries -0.194; number 5, C, carries -0.318; number 6, C, carries -0.267


3.
Entry from the OMol25 dataset: an isolated molecule of C4H9NO (wB97M-V/def2-TZVPD).

Summary:
- Energy above the lowest of the compared OMol25 structures with the same formula, charge and spin: 72.33 kcal per mole
- Gap between HOMO and LUMO: 0.358 Ha
- M: 87.1 u
- LUMO energy: 0.99 eV
- SMILES: CN(C)CC=O

The geometry in ORCA input format:
```
! wB97M-V def2-TZVPD RIJCOSX def2/J DEFGRID3
* xyz 0 1
C -1.2575 -0.8215 0.3621
N -0.3402 0.3018 0.2746
C -0.9826 1.4607 -0.3351
C 0.9809 -0.0084 -0.2690
C 1.9517 -0.7927 0.5390
O 2.7493 -1.3849 -0.1747
H -1.5217 -1.2083 -0.6335
H -2.1849 -0.5309 0.8769
H -0.8033 -1.6308 0.9399
H -1.9270 1.7000 0.1756
H -0.3390 2.3429 -0.2508
H -1.2129 1.2954 -1.3993
H 1.4369 0.9163 -0.6110
H 1.4725 -0.7137 -1.1225
H 1.9777 -0.9258 1.6278
*
```

Atomic partial charges in e from the natural (NBO) method, atoms 1 to 6: number 1, C, carries -0.409; number 2, N, carries -0.436; number 3, C, carries -0.407; number 4, C, carries -0.389; number 5, C, carries 0.408; number 6, O, carries -0.542


4.
Entry from the OMol25 dataset: a cluster of 5 separate species, C18H35BO16 in total (wB97M-V/def2-TZVPD).

Summary:
- Gap between HOMO and LUMO: 0.379 Ha
- M: 518.3 u
- LUMO energy: 0.18 eV
- SMILES: CCOB(O)[C@H]1CCC(=O)O1.COC(=O)OC.COC(=O)OC.COC(=O)OC.COC(=O)OC

The geometry in ORCA input format:
```
! wB97M-V def2-TZVPD RIJCOSX def2/J DEFGRID3
* xyz 0 1
C -2.3444 -2.9238 0.5423
C -2.7943 -2.7708 -1.0357
O -3.1008 -4.0569 -1.6956
B -1.9295 -4.4721 -2.4926
O -1.4505 -3.8038 -3.7247
C -1.0528 -5.7706 -1.9275
C -0.1143 -6.4565 -3.0834
C 1.3350 -6.3172 -2.3293
C 1.1387 -5.2574 -1.0937
O 2.1114 -4.4454 -0.6521
O -0.2721 -5.4103 -0.6993
H -2.5284 -1.8789 1.0510
H -2.9717 -3.7532 1.1136
H -1.2061 -3.1736 0.6504
H -3.7892 -2.1261 -1.0446
H -1.9847 -2.1247 -1.5896
H -0.5771 -3.3614 -3.4320
H -1.7394 -6.6442 -1.4998
H -0.5991 -7.5083 -3.2510
H -0.0203 -5.9519 -4.1401
H 1.8585 -7.2582 -1.8714
H 2.0106 -5.7319 -3.0846
C -1.5088 2.5861 -1.7816
O -0.5838 2.6103 -0.6961
C -0.7558 1.6117 0.2063
O -1.6064 0.7372 0.1548
O 0.1826 1.7547 1.1760
C 0.1220 0.7655 2.2017
H -1.2789 3.4281 -2.4403
H -1.4048 1.6605 -2.3568
H -2.5345 2.7040 -1.4173
H 0.2912 -0.2329 1.7857
H -0.8385 0.8106 2.7252
H 0.9165 0.9769 2.9225
C 0.7939 5.3687 -0.3678
O 1.7181 6.3705 -0.7878
C 1.3434 7.0425 -1.9055
O 0.3195 6.8570 -2.5444
O 2.3053 7.9567 -2.1891
C 2.0431 8.7436 -3.3494
H 1.1942 4.8960 0.5332
H -0.1744 5.8159 -0.1209
H 0.6813 4.5998 -1.1390
H 1.1248 9.3257 -3.2217
H 1.9805 8.1096 -4.2397
H 2.8760 9.4397 -3.4809
C 3.1679 -0.8494 -0.8195
O 4.1175 -0.0333 -1.5025
C 4.5128 1.0635 -0.8083
O 4.1297 1.3834 0.3062
O 5.4081 1.7427 -1.5688
C 5.9139 2.9295 -0.9605
H 2.9230 -1.6964 -1.4662
H 3.5922 -1.2385 0.1117
H 2.2481 -0.2891 -0.6229
H 6.4480 2.6914 -0.0350
H 5.1039 3.6408 -0.7696
H 6.6201 3.3912 -1.6560
C -2.5708 -2.9108 6.8900
O -2.4529 -2.1785 5.6718
C -3.4542 -1.2883 5.4563
O -4.4022 -1.0820 6.1977
O -3.2178 -0.6676 4.2730
C -4.1984 0.3039 3.9138
H -1.7181 -3.5917 6.9589
H -2.5423 -2.2351 7.7509
H -3.4889 -3.5072 6.8945
H -4.2349 1.1080 4.6557
H -5.1815 -0.1640 3.7994
H -3.9093 0.7362 2.9520
*
```

Atomic partial charges in e from the natural (NBO) method, atoms 1 to 6: number 1, C, carries -0.659; number 2, C, carries -0.085; number 3, O, carries -0.752; number 4, B, carries 1.239; number 5, O, carries -0.939; number 6, C, carries -0.267